1.
C32H58ClF4NO7PS | ωB97M-V with the def2-TZVPD basis set

Atoms and positions in Å:
C  5.21  -3.60  0.88
C  4.03  -3.43  0.98
C  2.60  -3.24  1.13
C  1.88  -2.45  0.01
C  1.81  -3.32  -1.26
F  0.97  -2.75  -2.14
F  1.31  -4.52  -0.92
C  3.20  -3.59  -1.96
F  3.08  -3.29  -3.26
F  3.48  -4.89  -1.86
N  0.46  -2.29  0.61
P  -1.06  -3.21  -0.14
O  -2.07  -2.96  1.10
Cl  -1.85  -1.94  -1.47
C  0.11  -0.82  0.75
C  1.03  -0.03  -0.17
O  0.44  0.05  -1.44
C  1.14  1.40  0.36
C  0.27  1.86  1.36
C  0.30  3.17  1.80
C  1.21  4.08  1.28
C  2.07  3.64  0.29
C  2.03  2.34  -0.17
C  2.34  -0.94  -0.16
S  3.24  -0.28  1.31
C  3.12  -0.62  -1.45
C  4.66  -0.72  -1.40
C  5.39  0.61  -1.21
C  6.78  0.37  -0.63
O  6.72  -0.45  0.54
C  7.04  0.20  1.75
H  6.25  -3.71  0.72
H  2.13  -4.22  1.22
H  2.45  -2.72  2.08
H  4.02  -3.02  -1.54
H  0.40  -2.63  1.57
H  -1.71  -3.20  1.96
H  0.37  -0.57  1.78
H  -0.96  -0.63  0.67
H  0.40  0.97  -1.71
H  -0.47  1.24  1.82
H  -0.40  3.48  2.56
H  1.23  5.10  1.64
H  2.78  4.33  -0.15
H  2.72  2.09  -0.96
H  4.36  -1.02  1.25
H  2.89  0.40  -1.76
H  2.76  -1.22  -2.28
H  4.96  -1.11  -2.37
H  4.99  -1.46  -0.67
H  4.87  1.27  -0.52
H  5.54  1.07  -2.19
H  7.24  1.33  -0.39
H  7.44  -0.12  -1.35
H  6.83  1.27  1.71
H  8.08  0.02  2.03
H  6.42  -0.22  2.54
C  -2.10  -6.73  1.26
C  -2.74  -7.24  2.55
C  -3.75  -8.34  2.28
O  -3.35  -6.15  3.24
H  -2.86  -6.30  0.61
H  -1.39  -5.94  1.50
H  -1.59  -7.52  0.72
H  -1.96  -7.62  3.21
H  -4.56  -7.97  1.65
H  -4.19  -8.69  3.21
H  -3.29  -9.19  1.77
H  -4.05  -5.81  2.69
C  -0.60  4.45  -3.74
C  -1.49  3.27  -3.35
C  -2.95  3.58  -3.58
O  -1.26  2.93  -1.97
H  -0.85  5.33  -3.13
H  0.45  4.22  -3.56
H  -0.73  4.71  -4.79
H  -1.20  2.39  -3.92
H  -3.27  4.44  -2.97
H  -3.57  2.73  -3.29
H  -3.15  3.82  -4.63
H  -1.51  3.69  -1.44
C  -7.53  3.98  -5.98
C  -6.59  4.44  -4.87
C  -7.31  5.33  -3.87
O  -5.47  5.13  -5.42
H  -7.91  4.84  -6.54
H  -7.00  3.35  -6.69
H  -8.37  3.42  -5.58
H  -6.18  3.57  -4.36
H  -7.69  6.23  -4.36
H  -6.63  5.64  -3.08
H  -8.16  4.80  -3.41
H  -5.80  5.91  -5.89
C  -2.26  0.77  6.28
C  -0.95  1.36  5.77
C  -0.38  2.37  6.75
O  -1.15  1.97  4.49
H  -3.01  1.56  6.40
H  -2.66  0.05  5.57
H  -2.13  0.28  7.24
H  -0.23  0.56  5.61
H  -1.07  3.21  6.89
H  0.56  2.78  6.37
H  -0.19  1.92  7.73
H  -1.78  2.69  4.60

Summary:
Total charge: +1
Kohn-Sham gap (eV): 8.82
Highest occupied orbital energy (eV): -11.568
Lowest unoccupied orbital energy (Eh): -0.10113


2.
C32H58Ge3N4O2S3Si3Y | ωB97M-V with the def2-TZVPD basis set

Atoms and positions in Å:
Y  0.33  -0.04  -0.19
S  -2.99  2.36  -2.71
C  -1.69  1.57  -2.13
S  -0.37  2.44  -1.25
S  -1.37  -0.11  -2.29
C  0.23  4.67  2.78
C  0.39  3.73  1.58
Ge  -1.30  3.44  0.63
C  -2.16  5.06  -0.06
C  -2.90  5.89  0.99
C  -2.50  2.52  1.83
C  -2.72  1.29  2.30
Ge  -2.15  -0.37  1.33
C  -3.68  -0.92  0.17
C  -5.11  -1.11  0.68
C  -1.77  -1.80  2.69
C  -2.88  -2.69  3.26
C  -3.45  1.21  3.60
C  -4.48  0.30  3.83
C  -5.15  0.27  5.05
C  -4.77  1.13  6.08
C  -3.72  2.01  5.87
C  -3.07  2.05  4.65
H  1.17  4.78  3.32
H  -0.51  4.28  3.48
H  -0.09  5.67  2.47
H  0.73  2.75  1.92
H  1.14  4.12  0.88
H  -2.84  4.73  -0.85
H  -1.38  5.65  -0.55
H  -3.71  5.32  1.45
H  -3.35  6.77  0.53
H  -2.25  6.24  1.79
H  -3.00  3.33  2.39
H  -3.33  -1.83  -0.32
H  -3.69  -0.17  -0.63
H  -5.18  -1.85  1.47
H  -5.77  -1.44  -0.13
H  -5.52  -0.17  1.06
H  -1.22  -1.31  3.51
H  -1.04  -2.45  2.19
H  -3.52  -2.15  3.95
H  -2.47  -3.55  3.80
H  -3.52  -3.09  2.46
H  -4.78  -0.38  3.05
H  -5.96  -0.42  5.20
H  -5.28  1.10  7.03
H  -3.40  2.67  6.67
H  -2.23  2.72  4.50
N  2.49  1.28  -0.18
C  3.16  1.60  0.71
C  3.93  1.77  1.88
C  4.38  0.59  2.38
N  4.80  -0.46  2.69
C  3.97  2.99  2.61
N  4.00  3.97  3.21
N  3.17  -2.34  3.23
C  1.93  -1.56  3.44
C  1.47  -0.93  2.14
O  1.02  0.23  2.14
O  1.52  -1.63  1.07
H  3.30  -3.00  3.99
H  4.20  -1.36  3.03
H  3.09  -2.86  2.37
H  2.11  -0.76  4.16
H  1.09  -2.16  3.79
C  -0.92  -2.09  -5.31
Si  0.11  -2.85  -3.94
C  -1.00  -3.75  -2.72
C  1.23  -4.13  -4.75
Ge  1.43  -1.23  -2.77
Si  3.31  -2.43  -1.84
C  2.71  -3.98  -0.96
C  4.41  -2.92  -3.29
C  4.39  -1.43  -0.67
Si  2.11  0.46  -4.32
C  3.39  1.60  -3.56
C  2.87  -0.43  -5.79
C  0.65  1.46  -4.92
H  -1.48  -2.89  -5.80
H  -0.29  -1.62  -6.07
H  -1.62  -1.35  -4.95
H  -1.75  -4.35  -3.25
H  -1.55  -3.06  -2.06
H  -0.41  -4.42  -2.09
H  0.60  -4.83  -5.33
H  1.79  -4.72  -4.03
H  1.93  -3.67  -5.45
H  2.27  -4.69  -1.66
H  1.98  -3.74  -0.19
H  3.56  -4.48  -0.48
H  3.88  -3.36  -4.13
H  5.14  -3.66  -2.93
H  4.98  -2.06  -3.65
H  3.85  -1.17  0.23
H  4.76  -0.52  -1.15
H  5.26  -2.04  -0.39
H  4.25  1.06  -3.17
H  2.96  2.18  -2.74
H  3.75  2.30  -4.32
H  3.69  -1.10  -5.52
H  3.26  0.31  -6.50
H  2.12  -1.02  -6.32
H  0.30  2.18  -4.17
H  -0.20  0.83  -5.20
H  0.95  2.03  -5.81

Summary:
Total charge: 0
Multiplicity: 2
Kohn-Sham gap (spin up / spin down) (eV): 6.62 / 5.42
Highest occupied orbital energy (spin up / spin down) (eV): -6.865 / -7.092
Lowest unoccupied orbital energy (spin up / spin down) (Eh): -0.00916 / -0.06152


3.
C32H58NO15P3 | ωB97M-V with the def2-TZVPD basis set

Atoms and positions in Å:
C  0.38  -2.37  2.12
C  0.68  -2.14  0.51
C  2.25  -2.33  0.08
C  2.92  -3.72  -0.50
C  4.53  -3.90  -0.89
C  5.55  -2.58  -0.74
N  7.02  -2.63  -1.10
C  4.87  -1.18  -0.19
C  3.26  -1.03  0.23
C  2.72  0.45  0.77
O  1.81  0.61  1.75
C  3.44  1.75  0.00
C  4.90  1.62  -0.38
C  5.57  2.90  -1.18
C  4.91  2.86  -2.71
O  4.66  3.99  -3.41
C  5.76  0.23  -0.04
O  7.05  0.24  0.37
H  1.33  -2.85  2.65
H  -0.57  -3.07  2.28
H  0.15  -1.36  2.70
H  0.04  -2.86  -0.18
H  0.38  -1.02  0.20
H  2.25  -4.67  -0.66
H  4.99  -4.92  -1.29
H  7.37  -1.73  -1.50
H  7.62  -2.87  -0.28
H  2.81  2.72  -0.26
H  5.32  3.94  -0.69
H  6.74  2.74  -1.35
H  4.67  1.80  -3.16
O  -2.86  -3.59  0.53
P  -4.03  -4.42  -0.05
O  -4.91  -3.09  -0.49
C  -4.51  -2.38  -1.65
C  -4.86  -3.15  -2.91
O  -4.70  -4.69  1.45
C  -3.85  -4.95  2.55
C  -3.74  -3.70  3.42
O  -5.33  -5.36  -0.71
C  -6.62  -5.49  -0.12
C  -7.45  -4.21  -0.08
H  -3.44  -2.16  -1.61
H  -5.04  -1.43  -1.65
H  -4.29  -4.09  -2.97
H  -4.63  -2.56  -3.80
H  -5.92  -3.41  -2.92
H  -2.86  -5.30  2.22
H  -4.29  -5.76  3.14
H  -3.50  -2.81  2.83
H  -2.97  -3.83  4.18
H  -4.69  -3.50  3.91
H  -6.55  -5.95  0.87
H  -7.16  -6.21  -0.74
H  -7.05  -3.50  0.65
H  -8.48  -4.44  0.20
H  -7.46  -3.72  -1.06
O  -9.26  -1.45  2.30
P  -9.91  -0.10  2.71
O  -11.45  -0.65  2.48
C  -12.01  -1.49  3.47
C  -12.37  -0.71  4.71
O  -9.65  0.57  1.20
C  -8.43  0.29  0.52
C  -8.67  -0.74  -0.57
O  -10.63  1.41  3.15
C  -11.27  2.31  2.25
C  -12.55  1.79  1.63
H  -11.33  -2.31  3.70
H  -12.92  -1.93  3.04
H  -11.47  -0.30  5.19
H  -12.89  -1.35  5.44
H  -13.02  0.14  4.47
H  -7.65  -0.03  1.22
H  -8.08  1.23  0.07
H  -9.22  -1.61  -0.19
H  -7.73  -1.08  -1.00
H  -9.28  -0.31  -1.37
H  -10.57  2.66  1.49
H  -11.52  3.19  2.85
H  -12.35  1.01  0.89
H  -13.08  2.60  1.11
H  -13.22  1.37  2.39
O  9.62  3.44  -1.33
P  10.98  3.58  -2.05
O  11.62  4.55  -0.86
C  12.04  3.93  0.34
C  13.33  3.16  0.13
O  10.41  4.77  -3.07
C  9.10  4.66  -3.60
C  8.16  5.60  -2.85
O  12.51  3.75  -2.85
C  12.97  4.94  -3.48
C  13.25  6.10  -2.54
H  11.25  3.28  0.73
H  12.21  4.73  1.07
H  13.17  2.32  -0.55
H  13.70  2.76  1.09
H  14.10  3.79  -0.31
H  8.75  3.63  -3.57
H  9.14  4.95  -4.65
H  8.25  5.49  -1.77
H  7.12  5.42  -3.13
H  8.41  6.64  -3.08
H  12.31  5.24  -4.30
H  13.92  4.66  -3.96
H  12.33  6.53  -2.15
H  13.79  6.90  -3.07
H  13.86  5.78  -1.69

Summary:
Total charge: 0
SMILES: CCc1ccc(N)c2c1C(=O)C=C(CC=O)C2=O.CCOP(=O)(OCC)OCC.CCOP(=O)(OCC)OCC.CCOP(=O)(OCC)OCC
Kohn-Sham gap (eV): 6.35
Highest occupied orbital energy (eV): -8.646
Lowest unoccupied orbital energy (Eh): -0.08452


4.
C32H59Cl3N2O10P | ωB97M-V with the def2-TZVPD basis set

Atoms and positions in Å:
C  -5.35  0.32  -0.03
C  -4.05  0.21  0.22
C  -2.53  -0.34  0.24
C  -1.93  -0.68  1.67
C  -0.44  -1.28  1.86
N  -0.03  -1.54  3.23
C  1.32  -2.07  3.18
C  2.01  -2.39  4.63
Cl  2.45  -4.09  5.16
C  2.30  -1.26  5.48
C  3.01  -1.41  6.94
Cl  1.93  0.48  4.95
C  2.19  -2.37  1.91
P  3.95  -3.13  2.04
C  3.65  -4.98  1.58
C  5.00  -2.48  0.59
N  1.71  -2.09  0.57
C  0.38  -1.52  0.54
C  -0.22  -1.13  -0.90
Cl  0.89  -1.42  -2.36
C  -1.67  -0.54  -1.12
C  -2.28  -0.17  -2.58
O  -3.22  0.73  -2.73
O  -1.87  -0.82  -3.77
H  -6.45  0.29  -0.39
H  -2.58  -0.49  2.62
H  3.61  -0.43  7.15
H  2.22  -1.47  7.78
H  3.75  -2.29  6.94
H  4.64  -5.54  1.40
H  2.97  -5.03  0.63
H  3.03  -5.47  2.43
H  5.61  -3.32  0.06
H  4.31  -1.99  -0.20
H  5.69  -1.63  0.98
C  8.21  -1.88  3.67
C  7.41  -3.17  3.62
O  8.10  -4.14  2.84
H  8.37  -1.49  2.66
H  7.69  -1.12  4.27
H  9.20  -2.05  4.11
H  6.44  -3.00  3.17
H  7.26  -3.57  4.63
H  8.96  -4.29  3.25
C  -3.48  4.59  -1.11
C  -3.01  3.68  0.01
O  -4.11  3.34  0.85
H  -3.92  5.50  -0.70
H  -2.64  4.87  -1.76
H  -4.24  4.10  -1.71
H  -2.26  4.19  0.63
H  -2.58  2.76  -0.39
H  -4.77  2.89  0.30
C  9.23  -6.75  -0.43
C  9.76  -5.39  -0.04
O  8.68  -4.48  0.14
H  8.65  -6.69  -1.35
H  10.05  -7.46  -0.57
H  8.56  -7.14  0.34
H  10.41  -4.99  -0.82
H  10.32  -5.44  0.90
H  8.11  -4.83  0.84
C  -9.00  -1.67  1.40
C  -7.78  -2.39  0.87
O  -6.62  -1.96  1.55
H  -8.89  -0.59  1.29
H  -9.91  -1.99  0.88
H  -9.13  -1.87  2.47
H  -7.65  -2.18  -0.20
H  -7.88  -3.48  0.99
H  -6.74  -2.16  2.49
C  4.47  -3.35  -5.32
C  4.64  -2.95  -3.86
O  4.09  -1.66  -3.63
H  4.95  -2.62  -5.97
H  4.90  -4.33  -5.51
H  3.41  -3.36  -5.59
H  5.70  -2.91  -3.60
H  4.15  -3.67  -3.20
H  3.15  -1.71  -3.86
C  -5.58  2.07  -6.13
C  -4.36  1.36  -6.69
O  -3.19  1.80  -6.01
H  -5.48  3.16  -6.24
H  -6.49  1.75  -6.65
H  -5.69  1.87  -5.06
H  -4.24  1.59  -7.75
H  -4.45  0.28  -6.57
H  -3.31  1.59  -5.07
C  -4.33  7.57  -3.27
C  -5.28  8.69  -2.91
O  -5.81  8.48  -1.60
H  -4.84  6.60  -3.24
H  -3.92  7.72  -4.27
H  -3.50  7.52  -2.56
H  -6.12  8.72  -3.61
H  -4.78  9.66  -2.93
H  -5.07  8.46  -0.99
C  -3.99  6.02  3.14
C  -4.73  6.88  2.13
O  -3.86  7.88  1.62
H  -3.62  6.63  3.97
H  -4.65  5.24  3.54
H  -3.12  5.54  2.68
H  -5.58  7.37  2.60
H  -5.09  6.27  1.30
H  -3.11  7.44  1.20

Summary:
Total charge: -1
Kohn-Sham gap (eV): 5.74
Highest occupied orbital energy (eV): -4.929
Lowest unoccupied orbital energy (Eh): 0.02988


> Look up the total charge of the third one.

0